Here is a 10-piece molecular cluster, C57H84BF7N4O22PS overall from the OMol25 dataset. Energies are from the ωB97M-V functional and the def2-TZVPD basis.

```
177
Properties=species:S:1:pos:R:3:mulliken_charge:R:1
C -1.6729 2.9493 -0.5959 -0.451
C -2.9278 1.8936 -0.6829 0.386
O -3.3731 1.5664 -2.0456 -0.465
P -2.3902 0.3391 -2.7938 1.019
O -0.8158 0.6402 -2.6685 -0.621
C -2.7568 -1.4491 -2.2331 -0.645
C -2.5388 -1.7398 -0.6354 -0.734
C -1.0576 -1.3557 -0.0498 0.707
C -0.3992 -2.4605 0.9665 -0.410
C -1.0621 -3.4583 2.0852 -0.072
B -2.6545 -3.5864 2.4733 0.498
N -3.3036 -4.9697 2.2231 -0.568
O -3.5011 -2.5133 3.0395 -0.551
N 0.0278 -4.2673 2.7524 0.780
C -0.1402 -5.2891 3.8547 -0.023
C 0.0776 -4.9885 5.4748 -0.356
C -0.1362 -6.0498 6.6877 -0.402
N -0.5235 -7.4581 6.3904 -0.188
C -0.6923 -7.7971 4.9489 -0.401
C -0.5728 -6.8864 3.6046 -0.295
C 1.2811 -3.7505 2.0608 -0.524
C 2.6340 -4.4755 2.6398 -0.305
C 3.1169 -3.5533 3.9489 -0.488
C 4.7092 -3.1641 3.9175 -0.524
S 5.3836 -2.9618 5.6932 -0.244
N 1.1304 -2.6623 0.9936 0.208
C 2.2205 -1.9781 0.1991 0.438
F 3.5848 -2.1070 0.7610 -0.242
F 1.9914 -0.4955 0.0186 -0.265
C 2.2235 -2.5904 -1.3569 0.780
F 1.8685 -1.4802 -2.3188 -0.284
F 1.1338 -3.6175 -1.5550 -0.299
C 3.6921 -3.1434 -1.8343 0.513
F 4.7376 -2.0597 -1.9434 -0.238
F 3.5187 -3.6393 -3.2508 -0.280
F 4.1794 -4.3327 -1.0658 -0.203
O -2.7907 0.3937 -4.5239 -0.462
C -1.5946 0.1394 -5.3410 -0.282
C -0.9656 -1.3838 -5.1674 -0.391
H -1.8856 3.8352 0.1752 -0.016
H -0.7692 2.3431 -0.1052 0.132
H -1.2965 3.3223 -1.6393 0.223
H -2.6750 0.9739 -0.0054 -0.256
H -3.8507 2.4389 -0.1573 0.285
H -3.9096 -1.6496 -2.4577 0.415
H -2.1712 -2.2856 -2.8179 0.303
H -3.3772 -1.2155 0.0329 0.314
H -2.6809 -2.9022 -0.4687 0.350
H -0.3305 -1.3024 -0.9952 -0.223
H -0.9819 -0.3124 0.4748 0.160
H -2.5799 -5.6165 1.8301 0.252
H -3.7142 -5.3316 3.1174 0.274
H -3.1200 -2.2550 3.9305 0.323
H 0.4220 -3.8906 5.7758 0.350
H 0.0261 -5.7268 7.8095 0.305
H -0.9653 -8.9421 4.7361 0.294
H -0.7519 -7.3121 2.5128 0.321
H 2.4962 -5.5860 2.9827 0.391
H 3.5607 -4.4360 1.8931 0.340
H 2.5220 -2.5202 3.8878 0.272
H 2.7798 -4.0414 4.9716 0.372
H 5.3010 -4.0532 3.4375 0.342
H 4.9450 -2.1466 3.3514 0.266
H 4.5981 -2.0445 6.4138 0.136
H -1.9554 0.1967 -6.4777 0.311
H -0.7645 0.9930 -5.2537 0.226
H -0.4066 -1.5489 -4.1464 -0.185
H -0.3174 -1.6804 -6.1122 0.351
H -1.9020 -2.1185 -5.1905 0.204
O 2.1635 -9.5766 -5.4268 -0.610
C 2.8451 -8.6931 -4.9339 0.485
O 3.5191 -8.8094 -3.7522 -0.310
C 4.1173 -7.5551 -3.4289 -0.390
C 4.2294 -6.8187 -4.7381 0.432
C 3.0295 -7.3186 -5.5021 -0.443
H 3.4724 -7.0346 -2.7131 0.184
H 5.0959 -7.7209 -2.9690 0.343
H 4.2516 -5.7320 -4.6203 -0.372
H 5.1472 -7.1216 -5.2568 0.203
H 2.1368 -6.7227 -5.2930 0.252
H 3.2259 -7.3589 -6.5760 0.308
O 2.7097 -8.6864 1.8152 -0.630
C 2.2371 -9.3085 0.8782 0.540
O 0.8998 -9.4315 0.6320 -0.336
C 0.7062 -10.3124 -0.4736 -0.608
C 2.0082 -10.2923 -1.2308 0.030
C 3.0237 -10.0821 -0.1362 -0.430
H 0.4647 -11.3086 -0.0883 0.282
H -0.1276 -9.9574 -1.0862 0.360
H 2.1788 -11.1987 -1.8178 0.432
H 2.0253 -9.4367 -1.9168 -0.190
H 3.3460 -11.0283 0.3071 0.303
H 3.8826 -9.5076 -0.4908 0.211
O -4.5441 4.6488 1.1869 -0.636
C -3.8624 5.5323 1.6798 0.186
O -3.1885 5.4160 2.8615 -0.306
C -2.5902 6.6703 3.1848 -0.189
C -2.4781 7.4067 1.8756 -0.627
C -3.6780 6.9068 1.1116 0.254
H -3.2351 7.1908 3.9006 0.232
H -1.6117 6.5045 3.6447 0.196
H -2.4559 8.4934 1.9934 0.336
H -1.5603 7.1038 1.3569 0.259
H -4.5708 7.5027 1.3207 -0.050
H -3.4816 6.8665 0.0377 0.271
O -4.0269 9.3686 -0.4684 -0.548
C -4.8001 10.2099 -0.0412 0.656
O -4.4193 11.3296 0.6411 -0.351
C -5.5830 12.0275 1.0824 -0.480
C -6.6913 11.5689 0.1712 -0.507
C -6.2941 10.1487 -0.1431 -0.445
H -5.7707 11.7666 2.1292 0.275
H -5.4155 13.1061 1.0104 0.319
H -7.6833 11.6562 0.6222 0.331
H -6.6846 12.1644 -0.7499 0.267
H -6.6747 9.4452 0.6026 0.268
H -6.6092 9.8570 -1.1476 0.307
O 1.1934 -13.2623 9.6976 -0.569
C 0.9372 -12.1862 9.1832 0.406
O -0.3197 -11.7750 8.8438 -0.357
C -0.2358 -10.5208 8.1687 -0.228
C 1.0824 -9.9281 8.5930 -0.407
C 1.9451 -11.1489 8.7904 -0.357
H -0.2824 -10.7011 7.0896 0.159
H -1.0798 -9.8885 8.4592 0.296
H 1.4884 -9.2180 7.8678 0.248
H 0.9630 -9.4043 9.5492 0.251
H 2.4322 -11.4575 7.8613 0.260
H 2.6821 -10.9955 9.5821 0.283
O -3.3247 10.1248 -6.9291 -0.640
C -3.1227 9.8107 -5.7677 0.485
O -4.0067 10.0206 -4.7486 -0.366
C -3.4014 9.6325 -3.5162 0.061
C -2.3068 8.6701 -3.8964 -0.664
C -1.8653 9.1870 -5.2422 0.302
H -3.0134 10.5284 -3.0202 0.133
H -4.1493 9.1648 -2.8692 0.023
H -1.5003 8.6225 -3.1599 0.344
H -2.7223 7.6613 -4.0089 0.338
H -1.0956 9.9583 -5.1494 -0.351
H -1.5258 8.3768 -5.8916 0.360
O 4.0953 -4.8855 -7.2944 -0.577
C 4.7769 -4.0020 -6.8015 0.507
O 5.4509 -4.1183 -5.6198 -0.246
C 6.0491 -2.8640 -5.2965 -0.316
C 6.1612 -2.1276 -6.6057 -0.546
C 4.9613 -2.6275 -7.3697 -0.412
H 5.4042 -2.3435 -4.5807 0.084
H 7.0277 -3.0298 -4.8365 0.331
H 6.1834 -1.0410 -6.4879 0.339
H 7.0790 -2.4305 -7.1243 0.268
H 4.0686 -2.0316 -7.1605 0.250
H 5.1577 -2.6678 -8.4435 0.326
O 1.0565 10.5592 -4.8537 -0.615
C 0.8003 11.6353 -5.3681 0.534
O -0.4567 12.0465 -5.7075 -0.317
C -0.3728 13.3007 -6.3826 -0.482
C 0.9454 13.8934 -5.9583 -0.488
C 1.8081 12.6726 -5.7609 -0.424
H -0.4194 13.1203 -7.4617 0.279
H -1.2168 13.9330 -6.0921 0.307
H 1.3515 14.6035 -6.6836 0.323
H 0.8261 14.4172 -5.0021 0.266
H 2.2952 12.3640 -6.6900 0.268
H 2.5451 12.8260 -4.9692 0.289
O -1.0795 7.9649 7.1957 -0.596
C -0.8956 6.7703 7.0301 0.517
O 0.2376 6.2334 6.4900 -0.353
C 0.0653 4.8244 6.3454 -0.342
C -1.0181 4.4536 7.3241 -0.487
C -1.8843 5.6877 7.3411 -0.267
H -0.2196 4.6118 5.3097 0.205
H 1.0069 4.3132 6.5661 0.310
H -1.5572 3.5444 7.0453 0.313
H -0.5822 4.2973 8.3184 0.270
H -2.6448 5.6618 6.5557 0.149
H -2.3433 5.8422 8.3203 0.305
```

As for the multiplicity: 1. The frontier orbital gap is 6.190 eV. Its HOMO energy is -10.56 eV. Its LUMO energy is -4.37 eV. The charge is +1. The total energy is -5559.37117 hartree.